{"formula": "C3H5N3", "method": "ωB97M-V/def2-TZVPD", "species": ["C", "C", "N", "N", "N", "C", "H", "H", "H", "H", "H"], "positions_angstrom": [[0.8307, 1.0019, 1.6614], [0.3424, 1.4828, 0.3703], [-0.0318, 1.8446, -0.6625], [-2.0999, -1.3438, -1.5756], [-0.8904, -1.3504, -1.3272], [0.2258, -1.3322, -0.8946], [0.6219, -0.0676, 1.7557], [1.9096, 1.1624, 1.7321], [0.3378, 1.5400, 2.4746], [-2.3097, -2.1281, -2.1991], [1.0636, -0.8095, -1.3349]], "lowdin_charge": [-0.08, -0.30, 0.14, 0.08, -0.23, 0.04, 0.07, 0.08, 0.08, 0.07, 0.05], "energy_ha": -281.458296, "multiplicity": 1, "total_charge": 0, "molar_mass_g_mol": 83.09, "relative_energy_ev": 3.585, "fmax_ha_per_bohr": 0.0221, "homo_energy_ev": -9.14}

{"formula": "C6H7NO", "method": "ωB97M-V/def2-TZVPD", "species": ["C", "C", "C", "C", "C", "C", "H", "H", "H", "H", "H", "H", "H", "N", "O"], "positions_angstrom": [[-1.2758, -0.2347, -0.5635], [-0.9952, 1.3714, 0.0360], [0.9320, 0.4340, -0.4884], [0.1752, -0.6088, -0.7323], [2.2765, 0.1184, 0.0047], [3.4813, -0.2275, 0.3691], [-2.2561, -1.7896, 0.6031], [-1.1774, -0.5941, 1.3978], [-2.0007, -0.4661, -1.3424], [-1.2455, 2.1434, -0.8102], [-1.7388, 1.3281, 0.9588], [0.8459, -1.6179, -0.7345], [4.6215, -0.6044, 0.3946], [-1.8849, -0.8020, 0.7028], [0.2420, 1.5497, 0.2043]], "lowdin_charge": [-0.25, -0.26, -0.24, -0.03, -0.08, 0.09, 0.10, 0.06, 0.12, 0.14, 0.15, 0.18, 0.08, -0.01, -0.06], "energy_ha": -362.582146, "multiplicity": 1, "smiles": "C#CC1=C[C@@H](N)CO1", "total_charge": 0, "molar_mass_g_mol": 109.13, "relative_energy_ev": 6.295, "fmax_ha_per_bohr": 0.1849, "homo_energy_ev": -8.96}

{"formula": "C29H31IrN5O5PS", "method": "ωB97M-V/def2-TZVPD", "species": ["Ir", "O", "C", "O", "C", "P", "C", "C", "C", "C", "C", "C", "C", "C", "C", "C", "C", "C", "H", "H", "H", "H", "H", "H", "H", "H", "H", "H", "H", "H", "N", "N", "C", "N", "N", "N", "O", "O", "H", "H", "H", "H", "H", "O", "S", "C", "C", "C", "C", "C", "C", "C", "C", "C", "C", "C", "C", "C", "C", "H", "H", "H", "H", "H", "H", "H", "H", "H", "H", "H", "H", "H", "H"], "positions_angstrom": [[-0.6103, -0.2293, 0.0373], [0.7665, 4.4927, -3.0735], [0.2200, 3.5070, -2.7537], [0.5551, 2.7341, -1.6182], [-0.9449, 2.6820, -3.3122], [-0.5693, 1.5572, -1.9398], [0.5182, 0.2239, -2.5258], [0.2320, -0.5727, -3.6420], [1.1659, -1.4882, -4.0936], [2.3852, -1.6270, -3.4420], [2.6796, -0.8304, -2.3477], [1.7580, 0.1000, -1.8895], [-1.6876, 1.7620, -0.5288], [-1.0739, 2.0623, 0.6998], [-1.8534, 2.3203, 1.8469], [-3.2170, 2.3029, 1.7657], [-3.8460, 2.0386, 0.5319], [-3.1139, 1.7533, -0.5842], [-0.7712, 2.3058, -4.3180], [-1.8979, 3.2056, -3.2567], [-0.6918, -0.4506, -4.1895], [0.9508, -2.0791, -4.9738], [3.1110, -2.3424, -3.8056], [3.6400, -0.9100, -1.8539], [2.0106, 0.7285, -1.0468], [-0.0178, 2.2949, 0.7078], [-1.3626, 2.5783, 2.7765], [-3.8180, 2.5296, 2.6361], [-4.9243, 2.0868, 0.4596], [-3.6254, 1.6017, -1.5233], [-0.5638, -2.0671, 1.0927], [-1.5796, -2.8953, 0.5822], [-2.3827, -2.4881, -0.4189], [-3.3239, -3.3192, -0.8220], [-2.1041, -1.2562, -0.9293], [-2.7029, -0.9261, -2.1147], [-3.5592, -1.6299, -2.6041], [-2.2589, 0.0602, -2.7021], [0.3343, -2.5584, 1.0301], [-0.7580, -1.8759, 2.0731], [-1.7323, -3.7858, 1.0329], [-3.4325, -4.2218, -0.3885], [-3.9160, -3.0613, -1.5984], [1.1891, 0.3022, 0.9971], [1.3675, 0.4696, 2.5169], [2.7552, -0.6281, 2.8791], [2.3765, -2.0451, 2.5629], [2.6757, -2.5760, 1.3085], [2.3010, -3.8765, 0.9914], [1.6233, -4.6538, 1.9267], [1.3254, -4.1292, 3.1798], [1.7001, -2.8288, 3.4958], [2.1882, 2.0882, 2.7220], [3.3007, 2.3375, 1.7532], [4.6238, 2.1038, 2.1193], [5.6491, 2.3243, 1.2109], [5.3574, 2.7819, -0.0664], [4.0412, 3.0334, -0.4308], [3.0163, 2.8144, 0.4768], [2.9701, -0.4830, 3.9405], [3.6008, -0.2854, 2.2828], [3.2036, -1.9689, 0.5831], [2.5554, -4.2893, 0.0239], [1.3600, -5.6769, 1.6907], [0.8286, -4.7412, 3.9216], [1.4858, -2.4318, 4.4817], [2.5144, 2.0963, 3.7649], [1.3781, 2.8129, 2.6204], [4.8597, 1.7743, 3.1252], [6.6758, 2.1548, 1.5062], [6.1583, 2.9656, -0.7700], [3.8139, 3.4223, -1.4152], [1.9950, 3.0414, 0.1941]], "lowdin_charge": [0.98, 0.22, -0.48, -0.14, -0.05, 0.95, -0.30, -0.07, -0.05, -0.05, -0.05, -0.09, -0.38, -0.17, -0.06, -0.04, -0.04, -0.08, 0.12, 0.12, 0.11, 0.12, 0.12, 0.11, 0.07, 0.07, 0.12, 0.12, 0.12, 0.11, -0.02, 0.05, -0.33, 0.24, 0.01, -0.35, 0.11, -0.05, 0.07, 0.12, 0.17, 0.15, 0.11, -0.68, 1.03, -0.26, -0.29, -0.05, -0.07, -0.08, -0.06, -0.04, -0.25, -0.28, -0.05, -0.05, -0.05, -0.05, -0.05, 0.12, 0.10, 0.12, 0.12, 0.12, 0.12, 0.13, 0.11, 0.10, 0.12, 0.12, 0.12, 0.12, 0.09], "energy_ha": -2616.884138, "multiplicity": 1, "total_charge": 2, "molar_mass_g_mol": 784.85, "relative_energy_ev": 1.000, "fmax_ha_per_bohr": 0.0177, "homo_energy_ev": -13.35}

{"formula": "C3H9N2O", "method": "ωB97M-V/def2-TZVPD", "species": ["C", "N", "C", "O", "C", "N", "H", "H", "H", "H", "H", "H", "H", "H", "H"], "positions_angstrom": [[0.4517, 0.8941, -0.1316], [0.7658, -0.1599, 0.8216], [1.0164, -1.5084, 0.1545], [2.0626, -2.1122, 0.6433], [-0.9333, 0.7178, -0.7512], [-1.9798, 0.3672, 0.2276], [1.2210, 1.0262, -0.9129], [0.4448, 1.8308, 0.4537], [1.6744, 0.0824, 1.2051], [1.0416, -1.2576, -0.9647], [0.0221, -2.0397, 0.2841], [-0.9064, -0.1205, -1.4447], [-1.2521, 1.6236, -1.2629], [-1.6131, -0.4359, 0.7367], [-2.0157, 1.0922, 0.9414]], "lowdin_charge": [-0.31, -0.10, -0.61, -0.31, -0.30, -0.03, 0.10, 0.09, 0.07, 0.08, 0.07, 0.09, 0.09, 0.04, 0.05], "energy_ha": -304.435054, "multiplicity": 1, "smiles": "NCCNC[O-]", "total_charge": -1, "molar_mass_g_mol": 89.12, "relative_energy_ev": 0.841, "fmax_ha_per_bohr": 0.0176, "homo_energy_ev": -2.52}

{"formula": "C5H13NO2", "method": "ωB97M-V/def2-TZVPD", "species": ["N", "C", "C", "C", "C", "C", "H", "H", "H", "H", "H", "H", "H", "H", "H", "H", "H", "O", "H", "H", "O"], "positions_angstrom": [[-1.2160, 0.1122, 1.5768], [-0.4448, -0.7941, 0.8579], [-0.4828, -0.9861, -0.4933], [-1.7138, -0.3533, -1.0924], [-1.6794, 0.8486, -1.6204], [0.7542, -1.3058, 1.5673], [-1.0634, -0.0119, 2.5703], [-2.1617, 0.3202, 1.2987], [0.2978, -1.4888, -1.0344], [-2.5277, -1.0608, -0.9321], [-2.5135, 1.4462, -1.9943], [-0.8293, 1.5289, -1.6865], [0.5064, -1.5363, 2.6297], [1.4181, -0.4417, 1.7585], [1.3003, -2.0961, 1.0699], [0.5512, 1.4977, 0.1834], [1.6177, 2.5530, 0.5304], [1.5031, 1.7080, 0.0787], [2.8819, -0.1368, -2.2346], [1.7728, 0.4583, -1.2195], [2.0290, -0.2613, -1.8140]], "lowdin_charge": [0.10, -0.44, -0.10, -0.19, -0.01, -0.06, 0.09, 0.09, 0.09, 0.10, 0.05, 0.06, 0.08, 0.08, 0.08, 0.03, 0.06, -0.06, 0.04, -0.02, -0.07], "energy_ha": -403.483659, "multiplicity": 1, "smiles": "C=C/C=C(/C)N.O.O", "total_charge": 0, "molar_mass_g_mol": 119.16, "relative_energy_ev": 2.529, "fmax_ha_per_bohr": 0.0578, "homo_energy_ev": -7.89}

{"formula": "C2H8NO2P", "method": "ωB97M-V/def2-TZVPD", "species": ["C", "C", "N", "O", "O", "P", "H", "H", "H", "H", "H", "H", "H", "H"], "positions_angstrom": [[-0.3111, 1.3755, -0.7446], [-1.0544, -0.7621, 1.1686], [1.0068, -1.1983, -0.5872], [-1.3653, -1.2950, -1.5056], [2.1198, -0.6847, 0.0176], [-0.5383, -0.4863, -0.5569], [-0.0102, 1.5171, -1.7058], [-1.2604, 1.7237, -0.3625], [0.6554, 1.4916, -0.1968], [-1.5535, -1.7267, 1.3060], [-0.1980, -0.7349, 1.9631], [-1.7837, -0.1140, 1.4707], [1.0842, -1.0891, -2.0584], [2.9024, -1.1916, -0.1497]], "lowdin_charge": [-0.13, -0.17, -0.26, -0.37, -0.13, 0.49, 0.00, 0.04, 0.06, 0.05, 0.09, -0.01, 0.25, 0.08], "energy_ha": -627.479233, "multiplicity": 1, "total_charge": 0, "molar_mass_g_mol": 109.06, "relative_energy_ev": 4.810, "fmax_ha_per_bohr": 0.1168, "homo_energy_ev": -9.39}

{"formula": "C28H26AuClN4O2S", "method": "ωB97M-V/def2-TZVPD", "species": ["Au", "N", "C", "C", "C", "C", "C", "C", "S", "N", "C", "C", "C", "C", "C", "C", "N", "H", "H", "H", "H", "H", "H", "H", "H", "H", "Cl", "C", "C", "C", "C", "O", "C", "C", "O", "C", "H", "H", "H", "H", "C", "N", "C", "C", "C", "C", "C", "C", "C", "C", "H", "H", "H", "H", "H", "H", "H", "H", "H", "H", "H", "H", "H"], "positions_angstrom": [[-0.1316, 0.4484, 0.1350], [-1.2087, -1.8755, 4.0298], [-0.6790, -1.3323, 5.1945], [-1.0928, -1.8084, 6.4351], [-0.5281, -1.2824, 7.5769], [0.4490, -0.2785, 7.5029], [0.8542, 0.2062, 6.2837], [0.2861, -0.3168, 5.1127], [0.7631, 0.3095, 3.5880], [-0.0761, -0.5415, 2.4906], [-0.8981, -1.5101, 2.7667], [-1.5125, -2.2585, 1.6385], [-2.2992, -3.3847, 1.8254], [-2.8107, -4.0290, 0.7047], [-2.5181, -3.5254, -0.5471], [-1.7169, -2.3935, -0.6388], [-1.2225, -1.7787, 0.4275], [-1.8894, -2.6107, 4.1485], [-1.8463, -2.5839, 6.4967], [-0.8408, -1.6510, 8.5444], [0.8803, 0.1141, 8.4134], [1.6009, 0.9881, 6.2189], [-2.5243, -3.7989, 2.7991], [-3.4228, -4.9131, 0.8188], [-2.8932, -3.9955, -1.4452], [-1.4612, -1.9633, -1.6000], [4.8658, -0.9551, -5.2283], [3.5776, -0.4348, -4.1991], [2.3409, -0.0888, -4.7637], [1.3021, 0.3138, -3.9671], [1.4231, 0.3887, -2.5543], [0.3628, 0.8067, -1.9087], [2.6902, 0.0666, -1.9950], [3.0452, 0.1248, -0.5960], [2.3403, 0.4591, 0.3614], [3.7442, -0.3531, -2.8455], [2.2156, -0.1464, -5.8372], [0.3459, 0.5748, -4.4008], [4.0881, -0.1644, -0.3806], [4.6988, -0.6098, -2.4025], [1.2122, 3.7523, -1.7369], [1.3206, 4.4576, -0.4273], [2.7349, 4.8385, -0.1447], [0.7429, 3.6595, 0.7235], [-0.7295, 3.4311, 0.5420], [-1.5688, 4.5446, 0.6292], [-2.9195, 4.4407, 0.3513], [-3.4440, 3.2093, -0.0132], [-2.6270, 2.0882, -0.0671], [-1.2669, 2.1825, 0.2148], [1.5997, 4.4138, -2.5072], [0.1730, 3.4941, -1.9218], [1.8045, 2.8420, -1.6713], [0.7652, 5.3120, -0.4914], [3.3169, 3.9234, -0.0643], [2.7753, 5.3951, 0.7879], [3.1065, 5.4474, -0.9641], [0.9629, 4.2658, 1.6049], [1.3140, 2.7379, 0.7568], [-1.1633, 5.5046, 0.9400], [-3.5597, 5.3096, 0.4211], [-4.4959, 3.1218, -0.2531], [-3.0603, 1.1358, -0.3473]], "lowdin_spin": [0.46, 0.15, 0.09, 0.00, 0.07, 0.04, 0.01, 0.10, 0.38, 0.19, 0.03, 0.00, 0.00, 0.00, 0.00, 0.00, 0.00, 0.00, 0.00, 0.00, 0.00, 0.00, 0.00, 0.00, 0.00, 0.00, 0.00, 0.00, 0.00, 0.01, 0.02, 0.15, 0.00, 0.00, 0.00, 0.00, 0.00, 0.00, 0.00, 0.00, 0.00, 0.00, 0.00, 0.01, 0.03, 0.01, 0.00, 0.01, 0.03, 0.19, 0.00, 0.00, 0.00, 0.00, 0.00, 0.00, 0.00, 0.00, 0.00, 0.00, 0.00, 0.00, 0.00], "energy_ha": -2445.542870, "multiplicity": 3, "total_charge": 2, "molar_mass_g_mol": 715.03, "relative_energy_ev": 0.000, "fmax_ha_per_bohr": 0.0077, "homo_energy_ev": [-12.17, -12.13]}